DFT (wB97M-V/def2-TZVPD) results for a structure of composition C59H45F9IP3PtSi at a distorted geometry.

Each line ends with the Mulliken spin population.
Cartesian coordinates (Å):
Pt -0.7132 0.2301 -0.1392  -0.186
C -4.2654 -1.0845 0.8832  0.025
Si -3.1400 0.3218 0.2722  0.315
C -4.0635 1.0517 -1.2066  0.033
C -5.3400 1.5450 -1.0497  -0.015
C -5.8326 2.4827 -1.9465  0.004
C -5.0893 2.9228 -3.0035  -0.002
C -3.8701 2.3706 -3.2732  0.010
C -3.3466 1.4279 -2.3885  -0.025
P -1.8148 0.4410 -2.5859  0.106
C -0.8220 1.4609 -3.6793  0.035
C -0.8704 1.2617 -5.1005  0.015
C -0.0342 2.0269 -5.8979  -0.005
C 0.5318 3.2053 -5.3387  0.012
C 0.5520 3.4795 -3.9594  -0.003
C -0.1164 2.5661 -3.1023  0.030
C -2.3862 -0.9932 -3.4984  0.036
C -1.4718 -1.8240 -4.2690  0.038
C -1.9106 -3.1262 -4.6113  -0.024
C -3.2826 -3.4821 -4.3832  0.024
C -4.1205 -2.6424 -3.7055  -0.012
C -3.6979 -1.4087 -3.3097  0.021
C -3.3335 1.6048 1.6505  0.057
C -4.5195 1.8110 2.4667  -0.002
C -4.5234 2.8943 3.3337  0.000
C -3.4872 3.7992 3.4143  0.001
C -2.3361 3.7153 2.6181  0.002
C -2.2860 2.4995 1.8635  -0.052
P -0.6076 1.8804 1.4553  0.102
C 0.3313 3.2412 0.6984  -0.004
C 1.7148 3.0616 0.6950  0.028
C 2.5687 4.1306 0.3931  0.009
C 2.0071 5.3366 0.0620  0.006
C 0.6451 5.5188 0.0150  -0.004
C -0.1800 4.4541 0.2536  0.004
C -0.0764 1.4244 3.1569  -0.045
C 0.9543 2.1061 3.7909  0.011
C 1.3173 1.7725 5.0917  0.002
C 0.6153 0.7033 5.7382  -0.002
C -0.4195 0.0571 5.0612  0.010
C -0.8597 0.5176 3.8597  0.014
H -3.8428 -2.0122 0.4920  -0.001
H -5.2253 -0.9905 0.4486  0.005
H -4.3149 -1.0198 1.9478  0.001
H -5.9471 1.1846 -0.2423  0.000
H -6.8290 2.8745 -1.7723  0.000
H -5.5535 3.5439 -3.7772  0.000
H -3.2963 2.6612 -4.1811  0.001
H -1.5061 0.4857 -5.4800  0.003
H 0.1469 1.6683 -6.9543  0.001
H 1.0598 3.9129 -6.0152  0.001
H 1.1221 4.3729 -3.5867  0.000
H -0.0650 2.7488 -2.0266  0.015
H -0.4708 -1.4692 -4.5698  0.005
H -1.2541 -3.9053 -5.0409  -0.001
H -3.6920 -4.4273 -4.7112  0.001
H -5.1726 -2.9071 -3.5286  0.000
H -4.4191 -0.6116 -3.0090  0.001
H -5.3925 1.1427 2.4225  0.001
H -5.3168 2.9390 4.0790  0.000
H -3.4698 4.6182 4.0935  0.000
H -1.4641 4.3952 2.6065  0.000
H 2.1374 2.0882 0.9364  -0.016
H 3.6479 3.9233 0.4463  0.000
H 2.6997 6.1060 -0.2900  0.000
H 0.2699 6.4308 -0.4117  0.000
H -1.2542 4.5152 0.0254  0.001
H 1.5473 2.8640 3.2379  0.000
H 2.2764 2.1239 5.4867  0.000
H 0.8334 0.4677 6.7628  0.000
H -0.9314 -0.7954 5.5184  0.000
H -1.7191 0.0666 3.4059  -0.010
I -4.0405 -5.3641 -0.4714  0.006
C -0.3622 -1.8574 -1.2190  0.366
H 0.1426 -1.6725 -2.1793  0.035
H -1.3886 -2.0588 -1.5047  0.033
F 3.8797 -2.0905 6.6804  0.000
C 4.5971 -1.6964 5.5646  -0.005
F 5.5213 -2.6316 5.3224  0.001
F 5.3308 -0.6062 5.8569  0.001
C 3.6867 -1.3911 4.4025  0.039
C 4.1183 -0.5192 3.3728  0.002
C 3.4090 -0.4111 2.2081  0.035
C 2.1608 -0.9997 2.0678  0.222
C 1.7005 -1.7959 3.1435  0.038
C 2.4429 -2.0509 4.2350  0.001
P 1.3725 -0.6990 0.4479  0.321
C 2.7684 -0.7725 -0.6344  0.064
C 2.9514 0.2288 -1.6107  0.084
C 4.1067 0.2470 -2.3477  -0.010
C 5.1616 -0.6272 -2.1315  0.051
C 4.8919 -1.7028 -1.2499  -0.027
C 3.7402 -1.8078 -0.5438  0.049
C 6.5492 -0.4059 -2.6490  -0.001
F 6.6612 0.7996 -3.2714  0.000
F 6.8901 -1.3935 -3.5264  0.002
F 7.4806 -0.4739 -1.6329  0.001
C 0.2336 -2.9613 -0.4467  -0.238
C -0.4368 -3.4836 0.6399  0.204
C 0.0746 -4.5354 1.3212  -0.032
C 1.1357 -5.3513 0.8386  0.074
C 1.8015 -4.8816 -0.2823  -0.035
C 1.3043 -3.7583 -0.8915  0.068
C 1.3044 -6.7646 1.3724  -0.001
F 2.2104 -7.5269 0.6561  0.000
F 1.6395 -6.8306 2.7249  0.002
F 0.0697 -7.4048 1.2205  0.002
H 5.0384 0.0433 3.4704  0.000
H 3.9038 0.1889 1.4509  -0.005
H 0.6769 -2.1945 3.0584  0.000
H 2.0155 -2.6809 5.0813  0.000
H 2.1136 0.8962 -1.7225  0.055
H 4.1288 0.9410 -3.1669  0.000
H 5.6943 -2.3776 -1.0316  0.001
H 3.6103 -2.6566 0.1613  0.014
H -1.4337 -3.0961 0.8725  -0.004
H -0.3535 -4.8039 2.2750  0.001
H 2.6559 -5.3623 -0.7904  0.000
H 1.8151 -3.4029 -1.7789  0.008

Cartesian forces, eV/Å:
Pt -0.3454 -1.8694 -0.1410
C 2.1423 0.1826 -0.9387
Si -0.5372 -0.4542 0.4556
C 1.4673 0.7928 -0.9790
C -0.0387 0.2015 -0.3235
C -1.0284 -0.1819 1.0115
C -0.9039 0.4111 -1.4614
C 1.8832 -0.7087 -0.6666
C -0.1647 -0.3022 1.3705
P -0.1557 1.3301 0.4787
C 0.3466 1.2781 -0.7543
C 1.0424 0.4921 2.0195
C -0.1141 0.4912 -0.4345
C 0.9793 -0.1059 -0.6928
C -0.4921 -0.5342 -0.1926
C 0.3014 -0.1706 -1.3410
C 1.4499 -0.9254 -1.3825
C -1.0621 -0.7691 0.8776
C -0.9767 0.4735 0.0026
C 1.6855 -0.2616 0.0921
C -1.5252 -0.3341 -0.3662
C -0.2214 2.0913 0.2741
C -1.0826 0.8970 1.1194
C 1.3133 0.1748 -1.1458
C -0.6552 -1.1271 0.6457
C 1.8586 1.1849 -0.9049
C -1.0494 -2.2573 -0.1453
C 1.1286 1.1195 -0.1146
P -2.0674 -0.2314 -1.4297
C 1.0595 -0.5101 0.9752
C 0.3509 0.4472 0.1591
C 0.0460 -1.6742 0.3612
C 1.5942 0.7861 -0.4034
C 0.1048 -0.0106 -1.1056
C -1.6675 -0.3747 0.1449
C -0.1385 1.4589 -0.4794
C 0.9677 0.1762 -0.3384
C -0.2476 -1.7995 0.2957
C 0.5196 1.4297 -1.0770
C -0.1007 -0.0841 1.8101
C 0.5888 -0.3876 -1.3515
H -0.2545 -0.4236 0.4568
H -1.1035 0.1918 -0.4349
H -0.0134 -0.4551 0.7497
H -0.2764 0.1245 0.4140
H 0.0155 0.0101 -0.1570
H 0.2465 0.1807 0.5584
H -0.5104 -0.2708 0.7188
H 0.0806 -0.3448 -0.2608
H -0.3673 1.0627 1.1691
H -0.3130 -0.7045 0.5276
H -0.8497 -1.0379 -0.2852
H -0.1963 -0.3807 -0.1948
H -0.5289 -0.3006 0.5360
H -0.3112 0.8839 0.0051
H 0.3620 -0.1815 0.0427
H 0.5989 -0.0441 -0.1633
H 0.5429 -1.2429 0.3243
H 0.5735 0.2801 -0.0573
H -0.0208 0.2877 -0.3047
H -0.6105 0.4846 0.6225
H -0.8184 -0.3650 0.4294
H -0.0222 0.1216 0.1379
H -0.5257 0.4844 -0.2730
H -0.4208 0.1097 0.3803
H -0.2818 0.2687 0.1337
H 0.3909 0.1897 0.5077
H -0.4711 -0.5986 0.4501
H -0.7094 0.2980 0.2216
H 0.3358 -0.3741 0.1443
H 0.0892 0.4439 0.0307
H -0.3120 -0.2058 -0.3202
I 0.1852 0.3675 -0.0472
C -0.4350 0.4137 -1.0201
H 0.2476 0.1121 0.5029
H -0.2700 -0.2902 0.3851
F 0.9012 0.5129 -1.1212
C -0.2708 0.3514 0.6070
F -0.4844 -0.5480 -0.1626
F -0.3981 0.2619 0.5629
C -0.4737 -0.2404 -1.2050
C 0.3931 -1.0945 1.7155
C 0.2974 0.6052 -0.0081
C 0.1958 -0.1312 0.0197
C -2.2226 0.4402 -2.3889
C 1.1870 -0.2397 2.9523
P -0.2675 -0.0305 0.6228
C 1.0501 -0.2100 -0.6593
C -0.8118 -1.6962 1.3261
C 0.4556 0.6345 -1.2107
C -1.2079 -0.5017 1.4111
C 1.7097 0.8207 -0.6893
C -1.2942 0.1853 1.0581
C 0.4052 -0.4357 -0.2662
F 0.2252 -1.0856 0.5076
F 0.0192 0.8641 0.3572
F -0.9484 0.3566 -1.0854
C 0.0102 -1.3016 -0.7348
C -0.9822 0.9684 0.3487
C 0.8035 -2.1818 1.0067
C -0.2514 0.5955 0.2719
C 0.1851 -0.7761 -0.4147
C 0.4912 2.0125 -0.9386
C -0.8253 -1.0606 0.2117
F -0.9948 1.2608 1.2162
F -0.3903 0.0239 -2.0571
F 2.0128 0.7492 0.5630
H 0.0693 -0.1899 0.1185
H -0.4764 -0.0174 -0.1999
H 0.6309 0.0048 0.0807
H 0.7701 0.7877 -1.3260
H 0.1051 0.5350 -0.4380
H 0.4597 0.5327 -0.0592
H 0.2676 -0.4996 -0.0738
H 0.0333 0.8029 -0.5539
H 0.4310 0.0722 0.4216
H -0.5077 -0.3955 -0.1275
H -0.6717 -0.1122 0.6116
H 0.0683 -0.0696 -0.1245

As for the spin multiplicity: 3. The total charge is 0. Its highest occupied orbital energy (spin up / spin down) is -5.7 / -5.7 eV.


DFT (wB97M-V/def2-TZVPD) results for a structure of composition C59H47N8O2PS2Tl.

Each line ends with the Löwdin charge.
Cartesian coordinates (Å):
Tl -0.3546 -0.5348 -0.4496  0.692
C 1.1396 4.8636 1.2824  -0.011
N 0.4283 3.8603 0.4937  -0.042
C 0.6139 2.5128 0.5350  -0.423
N -0.1738 1.9180 -0.3475  0.073
C -0.8750 2.9014 -0.9939  -0.160
C -0.5229 4.1225 -0.4681  -0.098
C -0.9517 5.4776 -0.8617  -0.169
C -0.9623 5.8270 -2.2129  -0.014
C -1.3746 7.0900 -2.6061  -0.061
C -1.7772 8.0210 -1.6573  -0.074
C -1.7770 7.6792 -0.3124  -0.071
C -1.3710 6.4128 0.0830  -0.043
C -1.8551 2.6823 -2.0756  -0.196
C -1.4643 2.1244 -3.2863  -0.038
C -2.3646 2.0475 -4.3394  -0.067
C -3.6546 2.5332 -4.1897  -0.078
C -4.0530 3.0823 -2.9763  -0.069
C -3.1568 3.1563 -1.9232  -0.031
P 1.7880 1.7042 1.6569  1.189
C 2.5916 0.6161 0.4472  -0.426
N 2.0274 -0.0776 -0.5308  0.026
C 3.0302 -0.7115 -1.2228  -0.198
C 4.2324 -0.4146 -0.6218  -0.101
N 3.9375 0.4241 0.4279  -0.039
C 4.9182 1.0567 1.3083  -0.010
C 5.5993 -0.7963 -1.0199  -0.175
C 6.5050 -1.3290 -0.1043  -0.042
C 7.7789 -1.6996 -0.5103  -0.069
C 8.1584 -1.5477 -1.8359  -0.072
C 7.2595 -1.0216 -2.7556  -0.061
C 5.9891 -0.6449 -2.3512  -0.017
C 2.7910 -1.6499 -2.3359  -0.200
C 2.0226 -1.2766 -3.4303  -0.036
C 1.7604 -2.1876 -4.4452  -0.064
C 2.2834 -3.4694 -4.3802  -0.075
C 3.0703 -3.8438 -3.2938  -0.074
C 3.3222 -2.9398 -2.2761  -0.049
C 0.6449 0.5967 2.5329  -0.425
N -0.2624 -0.2162 2.0131  0.053
C -1.0033 -0.7196 3.0581  -0.157
C -0.5171 -0.1933 4.2349  -0.106
N 0.5318 0.6214 3.8877  -0.046
C 1.3762 1.3599 4.8254  -0.012
C -0.9186 -0.4678 5.6271  -0.179
C -1.2356 0.5634 6.5099  -0.042
C -1.6268 0.2781 7.8103  -0.070
C -1.7116 -1.0398 8.2361  -0.073
C -1.4020 -2.0726 7.3597  -0.061
C -1.0045 -1.7898 6.0626  -0.015
C -2.1769 -1.6070 2.9245  -0.204
C -3.3830 -1.2337 3.5154  -0.029
C -4.5019 -2.0419 3.3968  -0.065
C -4.4279 -3.2371 2.6929  -0.073
C -3.2269 -3.6202 2.1138  -0.069
C -2.1087 -2.8091 2.2293  -0.061
H 2.1225 4.4888 1.5482  0.065
H 0.5952 5.1054 2.1940  0.096
H 1.2521 5.7664 0.6894  0.100
H -0.6535 5.0987 -2.9527  0.122
H -1.3815 7.3481 -3.6580  0.110
H -2.0956 9.0089 -1.9653  0.108
H -2.1088 8.3939 0.4306  0.108
H -1.4153 6.1429 1.1320  0.113
H -0.4530 1.7544 -3.4062  0.112
H -2.0578 1.6057 -5.2799  0.113
H -4.3546 2.4738 -5.0135  0.108
H -5.0636 3.4508 -2.8515  0.109
H -3.4591 3.5873 -0.9758  0.125
H 5.8661 1.1252 0.7840  0.097
H 5.0573 0.4774 2.2194  0.099
H 4.5875 2.0563 1.5701  0.068
H 6.2073 -1.4863 0.9265  0.116
H 8.4710 -2.1174 0.2098  0.108
H 9.1512 -1.8402 -2.1520  0.108
H 7.5503 -0.9002 -3.7914  0.110
H 5.2910 -0.2296 -3.0681  0.124
H 1.6162 -0.2753 -3.4837  0.110
H 1.1471 -1.8914 -5.2867  0.113
H 2.0810 -4.1786 -5.1734  0.105
H 3.4820 -4.8444 -3.2396  0.106
H 3.9107 -3.2378 -1.4157  0.121
H 1.4176 0.8158 5.7639  0.099
H 0.9770 2.3555 5.0126  0.097
H 2.3796 1.4517 4.4227  0.069
H -1.2009 1.5934 6.1722  0.115
H -1.8773 1.0854 8.4875  0.108
H -2.0204 -1.2625 9.2495  0.108
H -1.4679 -3.1019 7.6893  0.110
H -0.7631 -2.5914 5.3746  0.125
H -3.4499 -0.2946 4.0531  0.123
H -5.4364 -1.7348 3.8494  0.107
H -5.3043 -3.8650 2.5952  0.106
H -3.1628 -4.5493 1.5607  0.105
H -1.1662 -3.1102 1.7918  0.054
O -1.4878 -2.8240 -2.8657  0.023
C -1.6474 -1.5936 -2.8931  -0.634
O -0.7292 -0.7233 -2.7117  -0.143
C -3.0413 -1.0754 -3.0368  -0.165
C -3.7751 -1.1938 -4.2067  -0.028
C -5.0976 -0.7834 -4.2525  -0.084
C -5.6914 -0.2699 -3.1087  -0.086
C -4.9636 -0.1426 -1.9361  -0.125
C -3.6225 -0.5309 -1.8827  -0.546
S -2.8557 -0.3603 -0.2899  0.716
H -3.3059 -1.6256 -5.0836  0.123
H -5.6646 -0.8756 -5.1705  0.105
H -6.7288 0.0422 -3.1269  0.107
H -5.4308 0.2601 -1.0446  0.102
S 1.0839 -2.7341 0.4469  0.755
C 0.6591 -4.2846 -0.1182  -0.738
N -0.1563 -4.4479 -1.1818  0.109
C -0.5390 -5.6613 -1.6118  -0.029
C -0.0684 -6.7815 -0.9988  -0.024
C 0.8304 -6.5659 0.0533  -0.091
N 1.1837 -5.3695 0.4860  0.082
H -0.5415 -3.6325 -1.7219  0.099
H -1.2166 -5.6661 -2.4553  0.145
H -0.3596 -7.7703 -1.3175  0.113
H 1.2907 -7.4056 0.5644  0.121

Cartesian forces, eV/Å:
Tl -0.3547 -0.1875 -0.1717
C -0.0727 -0.0611 -0.0473
N 0.0487 0.0508 0.0816
C -0.0839 0.2431 0.0061
N 0.1584 0.0044 -0.1551
C -0.2081 -0.1280 0.0917
C 0.1792 0.0354 0.0102
C 0.0121 -0.0039 0.0105
C 0.0244 -0.0370 0.0397
C -0.0060 0.0128 -0.0132
C 0.0155 -0.0136 0.0043
C -0.0153 -0.0044 0.0036
C -0.0625 -0.0175 0.0197
C 0.0089 0.0928 0.0226
C 0.0623 0.0013 -0.0143
C -0.0164 -0.0161 -0.0104
C -0.0091 -0.0182 0.0411
C 0.0252 -0.0151 -0.0146
C -0.0014 0.0077 -0.0264
P -0.0451 0.1063 -0.0829
C 0.1847 -0.2329 0.1076
N -0.1412 0.2281 -0.2399
C -0.0258 -0.2567 0.2140
C -0.0407 0.1052 -0.1300
N 0.0779 0.1573 0.0588
C -0.0523 -0.0425 -0.0585
C 0.0002 -0.0025 -0.0095
C -0.0222 -0.0744 0.0405
C -0.0174 0.0011 0.0195
C -0.0385 0.0295 -0.0243
C 0.0383 -0.0198 0.0147
C -0.0373 0.0289 0.0156
C -0.0245 0.0450 0.0175
C 0.0306 0.0290 -0.0153
C 0.0640 0.0046 -0.0197
C -0.0006 0.0219 0.0334
C -0.0224 -0.0038 -0.0210
C -0.0271 -0.0271 0.0292
C 0.0294 -0.1240 0.1129
N -0.0452 0.0900 0.1604
C 0.0586 0.1182 -0.0392
C 0.0686 -0.1550 0.0230
N 0.0524 0.1961 0.0827
C -0.0696 -0.0423 -0.0715
C 0.0045 0.0052 -0.0146
C -0.0286 0.0052 -0.0167
C -0.0040 0.0196 -0.0176
C 0.0180 -0.0251 -0.0206
C -0.0010 0.0078 0.0291
C -0.0040 0.0182 -0.0345
C -0.0343 0.0161 -0.0572
C 0.0061 0.0771 -0.0332
C -0.0233 -0.0362 0.0006
C 0.0180 0.0231 -0.0005
C -0.0277 0.0380 -0.0235
C 0.0946 -0.0390 0.0157
H 0.0369 -0.0563 -0.0064
H -0.0280 -0.0129 -0.0073
H -0.0181 0.0025 -0.0348
H 0.0013 0.0220 0.0093
H 0.0049 -0.0098 0.0430
H 0.0027 -0.0335 0.0041
H 0.0210 -0.0230 -0.0262
H 0.0301 -0.0008 -0.0198
H -0.0587 0.0227 0.0072
H 0.0010 0.0165 0.0358
H 0.0106 -0.0022 0.0167
H 0.0209 -0.0123 -0.0051
H 0.0008 -0.0056 -0.0164
H 0.0100 -0.0135 -0.0316
H -0.0105 -0.0435 -0.0028
H -0.0609 0.0376 -0.0027
H -0.0078 0.0187 -0.0305
H -0.0151 0.0084 -0.0200
H -0.0173 0.0051 -0.0020
H -0.0087 -0.0045 0.0311
H 0.0055 -0.0242 0.0244
H -0.0109 -0.0363 0.0027
H 0.0033 -0.0065 0.0302
H 0.0079 0.0165 0.0182
H 0.0005 0.0275 -0.0044
H -0.0057 0.0253 -0.0221
H -0.0159 -0.0414 0.0058
H -0.0283 0.0068 -0.0114
H 0.0222 -0.0199 -0.0464
H 0.0024 -0.0256 0.0118
H 0.0126 -0.0273 -0.0281
H 0.0055 0.0033 -0.0288
H 0.0001 0.0331 -0.0131
H -0.0121 0.0135 0.0245
H 0.0197 -0.0314 -0.0102
H 0.0247 -0.0095 -0.0098
H 0.0163 0.0127 0.0057
H 0.0011 0.0067 0.0270
H -0.0119 0.0109 -0.0162
O 0.2105 -0.0913 0.1744
C -0.0347 -0.1746 -0.1796
O 0.2288 -0.1200 0.2392
C -0.0558 0.1408 0.3267
C 0.0061 -0.0930 -0.0089
C -0.0209 0.0125 -0.0261
C -0.0048 0.0287 0.0231
C 0.0783 -0.0018 0.0231
C -0.0073 0.0523 -0.2225
S 0.2093 -0.1564 0.1770
H -0.0024 0.0057 0.0409
H 0.0184 0.0000 0.0321
H 0.0312 -0.0108 0.0039
H -0.0029 0.0020 -0.0515
S -0.2390 0.0363 -0.0345
C 0.2540 -0.0573 0.0108
N -0.3761 0.1369 -0.2331
C -0.0937 0.0473 -0.1763
C 0.0607 -0.0906 0.0806
C 0.0961 0.2130 0.0521
N -0.1190 -0.0323 -0.0447
H 0.0953 -0.0439 -0.0451
H 0.0133 0.0653 0.0081
H 0.0216 0.0261 0.0038
H -0.0360 0.0191 0.0021

The total charge is +1. Its highest occupied orbital energy is -9.5 eV.


- The lowest total charge belongs to which entry?
  C59H45F9IP3PtSi